# 1
# C4H8NO2

C4H8NO2 as an isolated structure in a non-equilibrium geometry (ωB97M-V/def2-TZVPD, the OMol25 dataset).

Last column: Löwdin spin population.
Atoms and positions in Å:
H -1.018 1.740 0.097  0.000
H -3.577 -0.303 -0.704  0.000
C -0.971 -1.087 -0.764  0.000
O 3.053 1.093 0.118  0.024
H -0.211 0.627 1.157  0.000
C -1.203 0.889 0.758  0.000
H -1.758 1.081 1.675  0.000
H -1.458 -1.813 -1.405  0.000
H 4.053 -0.603 0.226  0.041
H -1.174 -1.326 0.431  0.000
H 0.073 -0.965 -1.053  0.000
C 4.047 0.454 -0.099  0.090
O 5.153 0.845 -0.659  0.844
N -3.162 -0.396 0.232  0.000
C -1.849 -0.237 -0.009  0.000

Results
**Frontier orbital gap (spin up / spin down)**: 8.57 / 4.20 eV
**Calculated total energy**: -362.23356 hartree
**Spin multiplicity**: 2
**LUMO energy (spin up / spin down)**: 0.57 / -3.80 eV

=====

# 2
# C4H8NO2

C4H8NO2 as an isolated structure in a non-equilibrium geometry (ωB97M-V/def2-TZVPD, the OMol25 dataset).

Last column: Löwdin spin population.
Atoms and positions in Å:
H -0.961 0.399 -0.986  0.001
H 2.722 -1.129 0.571  0.037
C -2.962 0.249 0.047  0.002
C 2.055 0.771 -0.071  0.099
C 1.886 -0.784 -0.071  0.672
H -1.051 -0.055 1.071  0.001
H 2.712 1.473 -0.587  0.029
O -3.737 0.299 -0.921  -0.003
O -3.098 0.493 1.248  0.004
H 1.299 0.537 -0.868  0.014
H -0.006 -1.188 0.376  0.032
C -1.514 -0.171 -0.275  0.006
N -0.987 -1.054 0.625  0.057
H 1.683 1.484 0.844  0.013
H 1.962 -1.325 -1.003  0.037

Results
**Frontier orbital gap (spin up / spin down)**: 7.99 / 7.61 eV
**Calculated total energy**: -362.15552 hartree
**Spin multiplicity**: 2
**LUMO energy (spin up / spin down)**: -1.69 / -2.13 eV

=====

# 3
# C4H8NO2

An isolated ion of composition C4H8NO2 and charge +1 in a non-equilibrium geometry (ωB97M-V/def2-TZVPD, the OMol25 dataset).

Last column: Löwdin charge in e.
Atoms and positions in Å:
H 1.364 1.407 0.635  0.156
H 1.128 -0.374 -1.593  0.097
N -3.103 -0.879 0.646  0.372
C 0.874 0.434 0.853  -0.107
H -0.966 1.421 1.109  0.131
H 2.206 -1.797 -1.059  0.100
O -0.903 1.235 -0.873  -0.019
O 1.513 -0.669 0.459  -0.134
H -0.521 0.572 -1.515  0.123
H 2.711 -0.124 -1.094  0.062
H -4.006 -1.346 0.653  0.171
H 0.816 0.454 1.897  0.101
C -2.194 -0.217 0.457  0.162
C -0.871 0.656 0.353  -0.228
C 1.951 -0.773 -0.928  0.013

Results
**Frontier orbital gap**: 9.41 eV
**Calculated total energy**: -362.04229 hartree
**SMILES**: COC[C@@H](O)C#[NH+]
**LUMO energy**: -4.55 eV
**Total charge**: +1

=====

# 4
# C4H8NO2

A 2-piece molecular cluster, C4H8NO2 overall in a non-equilibrium geometry (ωB97M-V/def2-TZVPD, the OMol25 dataset).

Last column: Löwdin charge in e.
Atoms and positions in Å:
C -2.861 -0.597 0.024  0.081
O -1.476 -0.380 -0.226  0.106
H 1.425 1.857 0.264  0.045
H 2.904 -1.228 -0.643  0.112
C 1.815 -1.075 -0.793  0.057
O -0.676 1.816 0.202  0.275
H 1.886 0.879 1.681  0.158
H -2.746 -1.435 0.648  0.111
C 1.967 0.981 0.488  -0.082
H 2.970 1.054 0.314  0.053
H 1.139 -1.814 -1.278  0.101
H -3.286 0.240 0.542  0.128
N 1.248 -0.053 -0.255  -0.083
C -0.934 0.735 -0.189  -0.157
H -3.375 -0.980 -0.776  0.095

Results
**Frontier orbital gap**: 10.08 eV
**Calculated total energy**: -362.07105 hartree
**LUMO energy**: -4.84 eV
**Total charge**: +1

=====

# 5
# C4H8NO2

An isolated ion of composition C4H8NO2 and charge +1 in a non-equilibrium geometry (ωB97M-V/def2-TZVPD, the OMol25 dataset).

Last column: Löwdin charge in e.
Atoms and positions in Å:
H 1.561 1.545 -0.418  0.178
O 0.791 -1.682 0.316  -0.041
H -0.543 2.322 1.103  0.194
H -0.998 -1.042 -1.556  0.194
C 1.024 0.530 -0.558  -0.058
H 1.806 -0.394 1.436  0.126
N -0.356 0.575 -0.232  -0.096
O -2.143 -0.806 0.173  0.086
H -1.986 1.131 0.850  0.098
H 2.767 -0.699 -0.011  0.145
C -1.025 1.387 0.534  0.246
H -2.521 -1.807 0.089  0.263
H 1.046 0.193 -1.527  0.099
C -1.102 -0.562 -0.547  -0.148
C 1.679 -0.690 0.347  -0.288

Results
**Frontier orbital gap (spin up / spin down)**: 8.02 / 6.54 eV
**Calculated total energy**: -361.99631 hartree
**LUMO energy (spin up / spin down)**: -6.00 / -6.55 eV
**Total charge**: +1

=====

# 6
# C4H8NO2

An isolated ion of composition C4H8NO2 and charge +1 in a non-equilibrium geometry (ωB97M-V/def2-TZVPD, the OMol25 dataset).

Last column: Löwdin charge in e.
Atoms and positions in Å:
C -0.074 -0.109 -0.131  -0.526
C 1.137 0.671 0.255  -0.027
C -1.194 0.796 -0.675  0.023
N -0.556 -0.977 1.061  0.239
H -0.235 -0.900 -1.864  0.084
O 3.420 -0.104 0.188  0.303
H -0.807 1.738 -1.223  0.147
H -1.734 1.290 0.199  0.126
H -0.931 -0.387 1.851  0.191
H -1.804 0.350 -1.309  0.032
H -1.293 -1.691 0.778  0.200
H 0.296 -1.527 1.392  0.197
C 2.354 0.223 0.273  -0.173
H 1.182 1.717 0.300  0.122
O 0.238 -1.090 -1.093  0.060

Results
**Frontier orbital gap**: 10.00 eV
**Calculated total energy**: -362.14297 hartree
**SMILES**: C[C@@]([NH3+])(O)C=C=O
**LUMO energy**: -3.76 eV
**Total charge**: +1

=====

# 7
# C4H8NO2

C4H8NO2 as an isolated structure in a non-equilibrium geometry (ωB97M-V/def2-TZVPD, the OMol25 dataset).

Last column: Löwdin charge in e.
Atoms and positions in Å:
C 2.256 -0.835 0.134  0.000
H -0.201 1.476 -0.894  0.223
C -1.500 1.097 -0.744  0.005
O -0.194 -1.601 -0.781  0.072
H -1.650 0.787 -1.693  0.079
C -1.416 0.104 0.251  0.054
H -2.016 1.906 -0.383  0.076
H -1.977 -2.012 0.239  0.167
O 1.345 1.067 -0.698  0.100
H 2.260 -1.134 1.241  0.144
H 2.053 -1.673 -0.451  0.080
H 3.199 -0.218 0.169  0.130
H -1.718 0.142 1.342  0.163
C -1.146 -1.324 -0.116  -0.198
N 1.157 0.045 -0.125  -0.094

Results
**Frontier orbital gap (spin up / spin down)**: 8.17 / 8.16 eV
**Calculated total energy**: -361.95174 hartree
**LUMO energy (spin up / spin down)**: -6.40 / -6.40 eV
**Total charge**: +1

=====

# 8
# C4H8NO2S

C4H8NO2S as an isolated structure in a non-equilibrium geometry (ωB97M-V/def2-TZVPD, the OMol25 dataset).

Last column: Löwdin charge in e.
Atoms and positions in Å:
H -0.113 1.422 -0.692  0.101
C 0.845 0.154 -1.891  -0.748
C -0.249 -1.055 0.500  -0.302
H -0.770 -1.919 0.910  0.097
H -2.038 -0.001 -0.101  0.084
H 1.654 0.051 -0.803  0.180
C 0.278 -0.107 1.586  -0.800
H 0.670 -1.299 -0.074  0.081
N -0.401 0.710 -1.362  0.055
S -1.086 0.387 2.694  0.098
O 1.869 0.852 -1.508  0.125
C -1.106 -0.317 -0.559  -0.236
H 0.696 0.789 1.085  0.025
H 1.092 -0.569 2.157  0.033
O 0.766 -0.820 -2.581  0.103
H -1.330 -1.042 -1.355  0.103

Results
**Frontier orbital gap**: 6.10 eV
**Calculated total energy**: -760.61193 hartree
**LUMO energy**: 3.36 eV
**Total charge**: -1

=====

# 9
# C4H8NO3

A 2-piece molecular cluster, C4H8NO3 overall in a non-equilibrium geometry (ωB97M-V/def2-TZVPD, the OMol25 dataset).

Last column: Löwdin charge in e.
Atoms and positions in Å:
N 0.089 1.562 -1.444  0.157
H 1.529 -0.904 1.577  0.048
C 0.898 -0.168 2.056  -0.065
H 1.120 -0.137 3.128  0.059
O -0.498 0.575 -3.377  -0.012
H 0.093 1.496 -0.428  0.084
H 0.051 2.447 -1.932  0.102
O -0.850 -1.683 2.580  -0.094
C -0.609 -0.590 2.034  -0.821
H -1.332 -1.061 -1.336  0.096
H 1.005 0.792 1.557  0.037
H 0.018 -0.644 -0.400  0.037
C -0.279 -0.826 -1.430  0.004
O -1.383 0.229 1.487  -0.110
C -0.221 0.474 -2.186  -0.603
H 0.369 -1.561 -1.885  0.081

Results
**Frontier orbital gap**: 8.11 eV
**Calculated total energy**: -437.78405 hartree
**LUMO energy**: 3.76 eV
**Total charge**: -1

=====

# 10
# C4H8NO3

An isolated ion of composition C4H8NO3 and charge -1 (ωB97M-V/def2-TZVPD, the OMol25 dataset).

Last column: Löwdin charge in e.
Atoms and positions in Å:
O 0.893 1.639 1.870  -0.092
H 0.776 0.061 -2.019  0.084
H 0.526 -2.337 -1.752  0.074
H -1.764 0.817 -1.260  0.104
C -1.325 0.676 -0.269  -0.269
H 1.607 -0.154 1.255  0.104
N 0.807 -0.381 -1.107  -0.034
C -0.022 -1.629 -1.115  -0.525
H -0.077 -0.263 1.809  0.110
O -1.294 -1.436 -1.451  -0.284
O -2.021 0.842 0.720  -0.020
H 0.544 1.554 -0.423  0.142
H 0.424 1.728 2.714  0.078
H 0.095 -2.013 -0.071  0.090
C 0.644 0.352 1.276  -0.220
C 0.186 0.544 -0.178  -0.341

Results
**Frontier orbital gap**: 6.86 eV
**Calculated total energy**: -437.67179 hartree
**SMILES**: O=C[C@@H](CO)NC[O-]
**LUMO energy**: 3.68 eV
**Total charge**: -1

=====

# 11
# C4H8NO3

A 2-piece molecular cluster, C4H8NO3 overall in a non-equilibrium geometry (ωB97M-V/def2-TZVPD, the OMol25 dataset).

Last column: Löwdin charge in e.
Atoms and positions in Å:
C -2.032 2.505 -1.098  -0.060
H 2.598 -2.861 1.816  0.063
N 0.981 -0.318 0.521  0.151
H -2.410 2.758 -2.079  0.052
H -2.672 3.159 -0.504  0.057
H 1.228 0.600 0.181  0.102
O -3.309 0.526 -0.812  -0.074
C 1.826 -2.521 1.140  -0.026
H 0.158 -0.697 0.049  0.073
H -1.006 2.856 -1.080  0.051
O -1.080 0.361 -0.956  -0.128
O 3.195 -0.586 0.956  -0.014
H 0.901 -2.590 1.726  0.073
C 2.069 -1.049 0.809  -0.612
H 1.726 -3.146 0.252  0.073
C -2.173 1.003 -0.922  -0.779

Results
**Frontier orbital gap**: 8.13 eV
**Calculated total energy**: -437.78739 hartree
**LUMO energy**: 3.68 eV
**Total charge**: -1

=====

# 12
# C4H8NO3

A 2-piece molecular cluster, C4H8NO3 overall in a non-equilibrium geometry (ωB97M-V/def2-TZVPD, the OMol25 dataset).

Last column: Löwdin charge in e.
Atoms and positions in Å:
O 1.870 0.247 0.533  -0.142
C 1.397 1.426 0.419  -0.788
C 1.634 2.294 1.660  -0.064
O 0.734 1.877 -0.531  -0.086
H 2.631 2.760 1.608  0.060
H -0.144 0.093 -2.068  0.089
H -1.835 -3.116 -1.003  0.078
H 0.921 3.117 1.536  0.052
H -2.526 -2.248 0.370  0.076
H 1.462 1.834 2.617  0.045
C -1.517 -1.032 -1.033  -0.582
C -1.641 -2.329 -0.272  -0.024
H 0.525 -1.177 -1.096  0.078
N -0.274 -0.754 -1.548  0.156
H -0.768 -2.572 0.320  0.068
O -2.469 -0.421 -1.512  -0.014

Results
**Frontier orbital gap**: 7.96 eV
**Calculated total energy**: -437.77884 hartree
**LUMO energy**: 3.83 eV
**Total charge**: -1

=====

# 13
# C4H8NO3

A 2-piece molecular cluster, C4H8NO3 overall in a non-equilibrium geometry (ωB97M-V/def2-TZVPD, the OMol25 dataset).

Last column: Löwdin charge in e.
Atoms and positions in Å:
C 1.762 0.125 -0.557  -0.611
C -1.967 -0.514 -0.115  -0.067
H -2.181 -1.033 -1.062  0.061
H -2.597 0.373 -0.012  0.063
H -0.981 -0.174 -0.435  0.021
H 2.943 1.834 -0.319  0.071
O 2.231 -0.699 -1.334  -0.004
C -2.160 -1.396 1.125  -0.797
O -1.427 -1.114 2.115  -0.123
H 0.526 0.505 1.042  0.097
N 0.955 -0.193 0.460  0.145
C 1.979 1.621 -0.761  -0.011
H 2.080 1.899 -1.797  0.072
O -3.096 -2.218 1.065  -0.093
H 0.724 -1.127 0.762  0.110
H 1.209 2.109 -0.177  0.067

Results
**Frontier orbital gap**: 7.67 eV
**Calculated total energy**: -437.76876 hartree
**LUMO energy**: 3.43 eV
**Total charge**: -1

=====

# 14
# C4H8NO3

A 2-piece molecular cluster, C4H8NO3 overall (ωB97M-V/def2-TZVPD, the OMol25 dataset).

Last column: Löwdin charge in e.
Atoms and positions in Å:
O -0.082 -2.674 0.135  -0.095
C -2.397 -2.285 -0.049  -0.055
C 1.200 2.001 -0.391  -0.601
H 1.318 -0.156 -0.490  0.074
O 1.732 3.019 -0.814  -0.011
H -3.240 -2.002 0.570  0.044
H -2.424 -3.356 -0.228  0.045
C 1.167 0.699 -1.148  -0.019
H 0.158 0.533 -1.540  0.085
H 0.057 1.162 1.046  0.051
H 0.556 2.794 1.336  0.094
H -2.387 -1.815 -1.038  0.057
N 0.702 1.913 0.876  0.153
H 1.802 0.731 -2.029  0.072
C -0.975 -1.856 0.445  -0.790
O -0.854 -0.736 0.984  -0.104

Results
**Frontier orbital gap**: 8.33 eV
**Calculated total energy**: -437.79432 hartree
**LUMO energy**: 3.88 eV
**Total charge**: -1

=====

# 15
# C4H8NO3

A 2-piece molecular cluster, C4H8NO3 overall in a non-equilibrium geometry (ωB97M-V/def2-TZVPD, the OMol25 dataset).

Last column: Löwdin charge in e.
Atoms and positions in Å:
H 0.037 0.625 1.632  0.089
N -1.548 2.341 -0.627  0.137
O 0.497 -1.712 -1.731  -0.120
O 2.019 -1.713 -0.063  -0.103
H 0.001 -2.366 1.411  0.050
H 0.088 -3.712 0.341  0.053
C -0.096 0.840 0.576  -0.005
C -0.150 -2.639 0.365  -0.072
H -1.819 1.554 -1.189  0.096
C -0.773 2.184 0.484  -0.593
O -0.652 3.076 1.310  0.007
H -1.133 -2.496 -0.055  0.042
H -0.805 0.087 0.228  0.068
H -2.026 3.210 -0.793  0.093
H 0.774 0.723 -0.063  0.091
C 0.903 -1.950 -0.567  -0.835

Results
**Frontier orbital gap**: 7.71 eV
**Calculated total energy**: -437.77799 hartree
**LUMO energy**: 3.51 eV
**Total charge**: -1

=====

# 16
# C4H8NO3

A 2-piece molecular cluster, C4H8NO3 overall in a non-equilibrium geometry (ωB97M-V/def2-TZVPD, the OMol25 dataset).

Last column: Löwdin spin population.
Atoms and positions in Å:
H 1.454 -2.478 -2.595  0.024
O -0.689 3.253 0.785  0.003
C -2.070 1.243 0.696  0.000
C 0.751 -2.847 -1.662  0.102
H -1.996 0.137 1.037  0.000
N 0.477 1.440 0.545  0.005
O 0.570 -2.407 0.549  0.767
H -0.170 -3.132 -2.020  0.003
H -2.664 1.264 -0.303  0.000
O 1.076 -0.617 -0.761  0.016
C 0.832 -1.758 -0.532  0.077
H 1.034 -3.824 -1.229  0.000
H 0.692 0.464 0.156  0.003
H -2.772 1.814 1.311  0.000
C -0.794 1.957 0.589  0.000
H 1.114 2.270 0.700  0.000

Results
**Frontier orbital gap (spin up / spin down)**: 9.03 / 4.66 eV
**Calculated total energy**: -437.57445 hartree
**Spin multiplicity**: 2
**LUMO energy (spin up / spin down)**: 0.35 / -4.00 eV

=====

# 17
# C4H8NOP

C4H8NOP as an isolated structure in a non-equilibrium geometry (ωB97M-V/def2-TZVPD, the OMol25 dataset).

Last column: Löwdin charge in e.
Atoms and positions in Å:
P -3.770 -0.236 0.129  0.889
C 0.948 1.046 0.418  -0.468
N 0.141 1.245 -0.764  0.115
O -2.276 0.698 -0.427  -0.385
H -4.712 0.739 -0.281  -0.113
C -0.958 0.808 -0.125  -0.390
H 3.079 0.669 0.151  0.069
H -0.055 -0.391 1.662  0.087
C 2.116 0.122 0.232  -0.091
H 1.342 2.149 0.737  0.173
H 2.119 -0.624 -0.653  0.104
H 2.166 -0.525 1.156  0.077
C -0.261 0.563 1.223  -0.077
H -0.708 1.265 1.993  0.126
H -3.752 -0.979 -1.057  -0.116

Results
**Frontier orbital gap**: 9.21 eV
**Calculated total energy**: -628.45383 hartree
**LUMO energy**: -0.01 eV